Entry 1:
# C11H15BCl16FO3

A 5-piece molecular cluster, C11H15BCl16FO3 overall in a non-equilibrium geometry (wB97M-V/def2-TZVPD, OMol25).

The gap between HOMO and LUMO comes out at 6.26 eV. The total charge is -1. For the calculated total energy, the calculation gives -221546.3118 eV.

```
47
Properties=species:S:1:pos:R:3:nbo_charge:R:1
Cl -5.22 1.33 0.53 0.0474
H 2.88 1.25 -0.08 0.1707
Cl -3.38 0.64 -1.58 0.1134
C 0.56 -1.87 -1.03 -0.0447
H -1.61 1.87 -0.41 0.2135
C 1.81 -1.06 -0.77 -0.4229
B 1.01 2.94 0.25 0.5987
H 0.49 -2.73 -0.35 0.1359
Cl -1.84 -4.42 -3.00 0.0787
O 1.22 2.93 1.72 -0.7464
C 5.79 3.75 3.35 -0.2246
Cl -5.27 -3.62 -0.57 0.0612
H 2.67 -1.72 -0.93 0.1836
Cl -6.18 -0.03 -1.83 0.0212
Cl -3.53 -3.84 1.72 0.0671
H -0.65 -0.57 -0.21 0.4819
Cl -5.67 -5.74 1.35 0.0388
Cl 4.44 3.50 4.46 0.0673
Cl 0.24 -5.08 -4.88 0.0505
Cl 7.30 3.30 4.15 0.0275
H 2.04 3.38 -0.29 -0.1662
Cl 0.75 -5.20 -2.05 0.0636
Cl -0.97 -7.16 -3.29 0.0360
C -5.02 1.17 -1.22 -0.2261
H 1.58 1.26 2.81 0.1530
F -0.36 3.41 -1.75 -0.4173
O 0.91 1.47 -0.02 -0.7487
H -1.40 2.49 1.22 0.2174
C -0.46 -5.46 -3.30 -0.2277
H 2.99 2.18 2.30 0.1521
C -0.37 3.59 -0.32 -0.0288
C 2.04 1.78 1.96 -0.0873
H -2.50 3.31 0.05 0.1730
H -0.48 4.66 -0.14 0.1393
H 2.69 -1.00 1.20 0.1884
Cl -5.33 2.73 -1.99 0.0462
C 2.08 0.99 0.63 0.0579
Cl -3.37 -5.79 -0.40 0.0563
C -1.55 2.78 0.18 -0.6438
C -4.46 -4.75 0.52 -0.2262
H 0.91 -0.71 1.14 0.1876
C 1.87 -0.51 0.67 -0.4066
Cl 5.57 2.75 1.91 0.0822
H 1.89 -0.28 -1.52 0.2305
H 0.63 -2.30 -2.03 0.1630
Cl 5.86 5.45 2.88 0.0492
O -0.62 -1.09 -1.03 -0.7357
```

***

Entry 2:
# C11H15BCl3NO

One molecule with the formula C11H15BCl3NO in a non-equilibrium geometry (wB97M-V/def2-TZVPD, OMol25).

The gap between HOMO and LUMO comes out at 9.64 eV. The total charge is 0. For the calculated total energy, the calculation gives -53432.0695 eV.

```
32
Properties=species:S:1:pos:R:3:nbo_charge:R:1
H 0.99 -0.28 -0.62 0.6043
C -3.29 -0.75 2.32 -0.2160
C -1.67 0.90 1.61 -0.2217
B 2.69 -0.42 1.79 0.4365
C -0.80 -0.10 1.17 0.0069
H 2.34 0.88 -1.16 0.2512
C -2.35 -1.73 2.11 -0.2091
C -1.07 -1.45 1.61 -0.2071
H -0.28 -2.21 1.43 0.2466
C 1.41 1.34 -1.58 -0.2461
H 0.90 1.25 1.08 0.2585
H -3.65 1.34 2.28 0.2143
Cl 3.73 0.78 0.73 -0.3098
H -4.26 -1.03 2.68 0.2198
H -1.50 -0.34 -1.78 0.2420
H 0.45 -0.94 -3.76 0.2347
H -0.63 0.38 -3.76 0.2202
H -1.35 1.96 1.41 0.2143
H 1.09 1.81 -3.64 0.2220
C 0.55 0.30 0.65 0.1547
H 1.40 2.44 -1.47 0.2299
H -2.55 -2.78 2.28 0.2168
O 1.42 -0.77 0.94 -0.7349
C 0.18 -0.05 -3.18 -0.4296
Cl 3.67 -1.94 2.04 -0.2104
H 0.03 -1.37 -1.47 0.2086
C 1.29 0.92 -3.05 -0.4330
C -2.93 0.56 2.10 -0.1948
H 2.23 0.56 -3.48 0.2321
N 0.27 0.64 -0.82 -0.5202
C -0.40 -0.37 -1.79 -0.2134
Cl 2.10 0.49 3.34 -0.2671
```

***

Entry 3:
# C11H15Br6F3NO6PS

C11H15Br6F3NO6PS as an isolated structure in a non-equilibrium geometry (wB97M-V/def2-TZVPD, OMol25).

The gap between HOMO and LUMO comes out at 7.30 eV. The total charge is 0. For the calculated total energy, the calculation gives -473955.0569 eV.

```
44
Properties=species:S:1:pos:R:3:nbo_charge:R:1
C -3.18 0.17 1.17 0.7802
C 0.11 7.15 1.90 -0.4762
N 2.46 -0.71 2.56 -1.1103
C -3.02 -2.82 -2.64 -0.4472
P 1.97 -0.67 0.91 1.2696
H 1.61 -0.65 3.12 0.3888
O 0.58 3.22 0.46 -0.4824
O -1.52 3.20 1.24 -0.4838
C 2.46 -5.64 -2.12 -0.4460
F -3.41 1.44 0.93 -0.2850
H 1.01 7.42 1.36 0.2262
O -1.24 -0.34 3.03 -0.8915
C -0.55 2.57 0.97 0.7770
Br -0.49 5.43 1.19 0.0239
S -1.38 -0.19 1.61 2.0585
O 2.74 2.49 0.23 -0.4575
Br -1.14 8.88 -0.02 -0.0201
C -0.28 1.11 1.12 -0.4333
H 1.60 -6.26 -1.87 0.2311
H -2.19 -2.96 -0.64 0.2511
H -0.70 9.08 2.40 0.2233
O 3.35 -0.35 0.12 -0.9667
C -2.71 -3.57 -1.38 -0.4517
H -3.83 -2.11 -2.47 0.2292
C 1.02 0.93 0.84 -0.3115
O -1.04 -1.37 0.88 -0.8925
Br 3.65 -5.79 -0.58 -0.0192
Br -1.56 -5.10 -1.72 -0.0258
C 1.59 2.28 0.48 0.7443
H 3.74 -1.17 -0.20 0.5160
H 2.97 0.16 2.75 0.3730
H 3.66 -7.06 -3.24 0.2312
H -1.94 7.84 2.10 0.2283
F -3.94 -0.25 2.15 -0.2789
Br 4.39 -4.83 -4.07 -0.0158
H 0.35 6.95 2.94 0.2227
H -3.61 -3.98 -0.94 0.2282
Br -1.50 -1.76 -3.22 -0.0151
C -0.96 8.21 1.80 -0.4415
C 3.12 -6.13 -3.38 -0.4478
H 2.38 -6.25 -4.17 0.2307
F -3.44 -0.51 0.07 -0.3000
H 2.15 -4.60 -2.17 0.2347
H -3.28 -3.47 -3.47 0.2319
```

***

Entry 4:
# C11H15Cl27NO2S

A 10-piece molecular cluster, C11H15Cl27NO2S overall in a non-equilibrium geometry (wB97M-V/def2-TZVPD, OMol25).

The gap between HOMO and LUMO comes out at 5.26 eV. The total charge is -1. For the calculated total energy, the calculation gives -366174.9170 eV.

```
57
Properties=species:S:1:pos:R:3:nbo_charge:R:1
C -1.20 0.39 -4.32 -0.2857
C -0.91 -4.96 3.24 -0.2863
Cl 5.57 3.76 -0.54 -0.0085
Cl -0.01 3.43 -2.54 -0.0086
Cl 1.38 8.56 -0.37 0.0423
Cl -0.91 -1.24 -3.71 0.0210
Cl 3.81 4.96 -2.53 0.0049
H 0.43 -0.39 0.56 0.1595
Cl 2.67 -1.73 -4.60 0.0273
N -0.42 1.16 1.69 -0.6945
Cl 0.22 5.48 -0.49 0.0156
H -0.68 9.10 -1.32 0.2312
Cl -2.35 4.22 -1.02 -0.0140
Cl -4.52 -6.51 1.34 0.0419
H 1.15 -0.07 2.20 0.1743
S 2.00 1.51 0.41 1.7417
Cl -3.60 -7.88 3.73 0.0033
H -2.03 2.12 0.76 0.1745
Cl 2.05 -2.22 4.55 0.0277
C -1.55 1.12 0.78 -0.4341
H -5.58 -2.55 0.29 0.2194
Cl -3.90 -3.60 -0.94 -0.0019
H -5.51 -8.31 2.45 0.2251
C 4.33 3.45 -1.78 -0.2825
Cl 3.42 -1.15 2.28 0.0352
H 3.28 1.24 0.87 -0.0804
O 1.76 2.93 0.66 -0.9926
Cl 0.34 11.19 -1.05 -0.0005
C 2.89 -2.78 -3.20 -0.2834
Cl -1.53 -4.79 1.60 0.0290
Cl -4.57 -0.78 -0.84 0.0347
Cl -1.48 -3.64 4.26 0.0090
C -4.49 -8.03 2.21 -0.2878
C 0.62 0.38 1.35 -0.2969
Cl 4.59 -3.39 3.74 -0.0032
H -1.24 0.89 -0.27 0.1424
C -0.60 4.00 -0.97 -0.2823
Cl 0.85 -5.01 3.23 0.0219
H 4.16 -1.21 4.51 0.2263
Cl -3.66 -2.14 1.56 0.0402
Cl 4.95 2.33 -2.99 0.0012
H 3.06 -2.15 -2.33 0.2423
H 3.47 2.99 -1.30 0.2704
H -2.30 0.36 1.05 0.1604
O 2.01 1.17 -1.03 -1.0287
C -0.07 9.54 -0.55 -0.2867
Cl 1.44 -3.74 -2.89 0.0162
H -0.37 3.23 -0.24 0.2756
C -4.56 -2.29 0.05 -0.2878
Cl -3.80 -9.32 1.22 0.0169
Cl -2.88 0.86 -4.05 0.0123
C 3.63 -1.90 3.86 -0.2846
H -0.58 1.08 -3.76 0.2497
Cl -1.01 9.56 0.94 0.0181
Cl 4.30 -3.83 -3.41 -0.0004
Cl -0.77 0.52 -6.03 -0.0035
H -1.29 -5.89 3.66 0.2234
```

***

Entry 5:
# C11H15Cl3N3OSY

C11H15Cl3N3OSY as an isolated structure (wB97M-V/def2-TZVPD, OMol25).

As for the expectation value of S²: 0.753. The gap between HOMO and LUMO (spin up / spin down) comes out at 6.14 / 7.97 eV. The total charge is +1. For the calculated total energy, the calculation gives -67610.0502 eV. As for the multiplicity: 2. Its energy relative to the best compared isomer or geometry (same formula, charge and spin) is 0.0 kcal per mole.

```
35
Properties=species:S:1:pos:R:3:nbo_charge:R:1
H -3.16 0.94 -0.61 0.4186
C 4.22 -3.56 -0.40 -0.0466
C -0.82 3.24 -0.45 -0.2304
H -1.08 2.14 2.29 0.1985
C -2.80 1.22 1.37 -0.2373
C -1.59 1.17 2.28 -0.2331
C 3.19 -4.28 0.19 -0.2156
H 1.03 2.68 -1.15 0.4023
N 0.08 2.35 -1.23 -0.9099
C 4.01 -2.28 -0.89 -0.2318
N -0.64 0.16 1.78 -0.9052
H -2.58 2.78 -1.57 0.2262
C 1.93 -3.73 0.28 -0.0971
H 4.81 -1.72 -1.35 0.2515
H -0.96 -0.78 2.03 0.4053
S -2.93 -0.55 -3.62 0.2420
O 0.46 -1.89 -0.16 -0.9089
C -2.25 2.76 -0.53 -0.2421
C 1.65 -2.45 -0.22 0.3327
H -0.77 4.27 -0.82 0.2191
H -2.90 3.44 0.03 0.2146
N -2.43 1.37 -0.05 -0.7009
H -0.46 3.25 0.58 0.1969
Cl 2.40 -0.14 -1.37 0.0199
H -3.35 0.27 1.46 0.2182
H -3.49 2.01 1.69 0.2137
H -0.15 2.43 -2.22 0.4045
H 3.38 -5.27 0.57 0.2544
Cl 0.65 -4.62 1.03 0.0445
H -1.90 0.97 3.30 0.2196
Cl 5.80 -4.26 -0.52 0.0412
C -1.92 -0.32 -2.47 -0.8753
Y -0.42 -0.06 -0.72 1.9974
C 2.73 -1.77 -0.78 -0.0914
H 0.25 0.24 2.26 0.4043
```

***

Entry 6:
# C11H15ClN2

One molecule with the formula C11H15ClN2 (wB97M-V/def2-TZVPD, OMol25).

The gap between HOMO and LUMO comes out at 8.17 eV. The total charge is 0. The SMILES is Nc1ccc(N2CCCCC2)c(Cl)c1. For the calculated total energy, the calculation gives -27153.3844 eV. Its energy relative to the best compared isomer or geometry (same formula, charge and spin) is 0.0 kcal per mole.

```
29
Properties=species:S:1:pos:R:3:nbo_charge:R:1
C 0.29 2.03 0.16 -0.0567
C 0.31 -1.43 1.50 -0.2110
C 0.11 -2.64 0.58 -0.4154
H 2.81 -0.78 0.81 0.1869
H -0.68 -2.44 -0.14 0.1935
C -0.09 0.69 0.32 0.1799
H -0.18 -3.50 1.19 0.2085
C 2.02 -0.52 0.08 -0.2077
H -3.74 3.44 -1.04 0.3786
H 2.34 0.38 -0.45 0.2178
C 1.41 -2.93 -0.17 -0.3984
H -1.80 -0.60 0.18 0.2135
H 2.79 -1.85 -1.43 0.2082
C -1.43 0.40 0.04 -0.2472
N 0.80 -0.25 0.81 -0.4675
C 1.85 -1.67 -0.91 -0.4160
H -0.61 -1.17 2.02 0.2082
H 1.09 -1.40 -1.65 0.1987
H 1.07 -1.69 2.26 0.1912
N -2.76 3.62 -1.14 -0.7997
C -1.91 2.68 -0.61 0.1544
H 2.18 -3.23 0.54 0.1924
H -2.50 4.58 -0.98 0.3785
H -3.35 1.09 -0.60 0.2057
C -2.32 1.36 -0.40 -0.2478
Cl 1.87 2.57 0.62 -0.0024
H -0.24 4.01 -0.42 0.2190
H 1.26 -3.75 -0.87 0.2075
C -0.58 3.00 -0.31 -0.2728
```

***

Entry 7:
# C11H15F6IrN5O6S2Se

C11H15F6IrN5O6S2Se as an isolated structure in a non-equilibrium geometry (wB97M-V/def2-TZVPD, OMol25).

As for the expectation value of S²: 6.070. The gap between HOMO and LUMO (spin up / spin down) comes out at 6.83 / 6.19 eV. The total charge is +1. For the calculated total energy, the calculation gives -137533.6760 eV. As for the multiplicity: 5. Its energy relative to the best compared isomer or geometry (same formula, charge and spin) is 2.8 kcal per mole.

```
47
Properties=species:S:1:pos:R:3:nbo_charge:R:1
C 1.70 -1.88 -3.30 -0.4072
F -4.66 0.85 1.20 -0.2866
F -2.61 -3.41 -1.15 -0.2893
H -1.10 -0.67 3.05 0.5259
H 4.22 1.02 4.37 0.2601
Ir 0.45 0.41 0.86 1.0051
N 2.62 0.85 1.58 -0.0599
H -0.60 3.06 -3.56 0.2266
H 4.70 -0.48 3.62 0.2601
O -1.90 0.88 2.13 -0.9674
H 1.74 -2.52 -4.18 0.2286
C -0.93 2.28 -2.88 -0.4170
O 3.50 1.43 0.95 -0.2343
C 1.86 -0.28 3.52 0.1736
F -4.12 2.93 1.48 -0.2886
C 2.06 -0.87 4.87 -0.6795
Se 1.64 0.76 -1.33 -0.1255
H 4.94 1.05 2.75 0.2718
C 0.55 0.26 -2.78 0.2517
H 1.36 -2.46 -2.44 0.2310
S -2.13 1.40 0.80 2.2073
C 4.28 0.51 3.41 -0.7043
C 2.93 0.37 2.83 0.2708
H 2.79 -1.67 4.82 0.2538
H 2.68 -1.47 -3.10 0.2373
N -1.94 0.25 -0.29 -1.2266
C -0.84 0.37 -4.50 -0.0539
O -1.42 2.58 0.41 -0.9066
C -0.10 -0.75 -4.64 -0.0396
C -3.93 1.85 0.74 0.7499
F -3.62 -1.64 -1.90 -0.2878
F -4.27 2.11 -0.52 -0.3007
H -0.12 -1.52 -5.39 0.2473
N -0.42 0.99 -3.34 -0.3144
H -0.53 2.47 -1.88 0.2563
C -2.48 -2.12 -1.42 0.7496
O -3.12 -1.60 1.06 -0.8774
H 2.46 -0.11 5.55 0.2514
H -2.01 2.23 -2.84 0.2294
O -0.71 -1.77 0.51 -0.9490
N 0.71 -0.30 2.89 -0.1058
O -0.29 -0.88 3.56 -0.4632
H 1.14 -1.26 5.29 0.2695
H -1.62 0.79 -5.11 0.2499
S -2.05 -1.29 0.18 2.2189
F -1.52 -1.96 -2.32 -0.3156
N 0.75 -0.81 -3.57 -0.3256
```